[1]
Density functional theory data (ωB97M-V/def2-TZVPD) for a cluster of 3 separate species, C8H22FN2O8S3 in total.

- Lowest unoccupied orbital energy: 0.0848 Eh
- ΔE to the lowest compared entry with this formula, charge and spin: 329.2 kJ/mol
- Net charge: -1
- HOMO-LUMO gap: 6.361 eV
- 2S+1: 1
- Electronic energy: -63232.603 eV

Each line ends with the Löwdin charge.
Cartesian coordinates (Å):
1 C 1.77107 0.87731 -2.44524  -0.13
2 C 1.38723 2.47040 -2.70673  -0.27
3 N -0.09487 2.69821 -2.50819  -0.27
4 N -0.86576 2.17684 -3.53552  -0.28
5 S -2.14043 1.16042 -2.82188  0.79
6 O -1.61516 0.32793 -1.60247  -0.46
7 O -3.29940 2.05253 -2.23620  -0.47
8 F -2.80806 0.14134 -4.05245  -0.32
9 H 1.81579 0.34130 -3.48506  0.07
10 H 1.03248 0.37830 -1.67202  0.07
11 H 2.84025 0.87175 -1.94720  0.05
12 H 2.00053 3.07422 -1.88284  0.10
13 H 1.79388 2.84056 -3.76398  0.10
14 H -0.32754 3.70428 -2.31182  0.11
15 O -1.64550 -3.44056 1.80903  -0.29
16 S -2.64236 -4.19797 1.08206  0.62
17 O -2.29065 -5.09385 0.00166  -0.29
18 O -3.80443 -3.18053 0.56084  -0.27
19 C -3.42558 -2.04941 -0.21058  -0.27
20 C -3.11495 -2.43714 -1.64531  -0.08
21 C -3.63683 -5.09192 2.24962  -0.13
22 H -2.57929 -1.52990 0.25048  0.11
23 H -4.27342 -1.35740 -0.20251  0.13
24 H -2.21196 -3.05292 -1.69940  0.08
25 H -2.95383 -1.54712 -2.25963  0.04
26 H -3.93324 -3.02405 -2.07462  0.08
27 H -3.95272 -4.41027 3.04127  0.07
28 H -3.02625 -5.89513 2.66733  0.07
29 H -4.49994 -5.51272 1.72996  0.07
30 O 2.87051 0.78351 0.32152  -0.30
31 S 2.26972 1.64778 1.31547  0.62
32 O 1.98616 3.04194 1.05195  -0.29
33 O 3.12646 1.54034 2.69812  -0.27
34 C 4.52545 1.78324 2.65486  -0.28
35 C 4.82682 3.26936 2.57807  -0.08
36 C 0.78599 0.87771 1.91287  -0.11
37 H 4.98859 1.24258 1.82308  0.11
38 H 4.94961 1.37946 3.57943  0.12
39 H 4.50109 3.68756 1.62072  0.07
40 H 5.90028 3.45140 2.67815  0.08
41 H 4.29722 3.81404 3.36625  0.08
42 H 1.00330 -0.16142 2.16614  0.08
43 H 0.03932 0.92192 1.11729  0.08
44 H 0.43042 1.42607 2.78747  0.07

=====

[2]
Density functional theory data (ωB97M-V/def2-TZVPD) for a structure of composition C4H11ErO3.

- Lowest unoccupied orbital energy (alpha / beta): -0.3572 / -0.3761 Eh
- ΔE to the lowest compared entry with this formula, charge and spin: 0.0 kJ/mol
- Net charge: +2
- HOMO-LUMO gap (alpha / beta): 5.319 / 4.763 eV
- 2S+1: 4
- Electronic energy: -38067.880 eV

Each line ends with the Mulliken spin population.
Cartesian coordinates (Å):
1 C 5.45812 0.36872 2.38236  0.42
2 O 5.77847 -0.83859 3.07218  0.31
3 C 5.37186 -0.85912 4.40619  0.02
4 C 5.86895 -2.10404 5.09953  0.00
5 O 7.24728 -1.99261 5.35604  0.01
6 C 7.75448 -3.05641 6.12006  0.00
7 H 5.94668 0.48332 1.40029  0.02
8 H 6.00752 1.17851 2.90750  0.02
9 H 4.26436 -0.83596 4.48000  -0.01
10 H 5.74961 0.02783 4.95131  0.01
11 H 5.67687 -2.99302 4.47044  0.00
12 H 5.30181 -2.23203 6.04017  0.00
13 H 8.82478 -2.87386 6.27391  0.00
14 H 7.25896 -3.11250 7.10540  0.00
15 H 7.61327 -4.02264 5.60488  0.00
16 Er 2.95534 1.11093 1.70014  2.20
17 O 3.10959 0.25538 -0.41198  0.01
18 H 2.71948 0.63123 -1.20860  0.00
19 H 3.99735 -0.18166 -0.67132  0.00

=====

[3]
Density functional theory data (ωB97M-V/def2-TZVPD) for a cluster of 2 separate species, CHCl2OP in total.

- Lowest unoccupied orbital energy (alpha / beta): -0.0388 / -0.0409 Eh
- ΔE to the lowest compared entry with this formula, charge and spin: 231.3 kJ/mol
- HOMO-LUMO gap (alpha / beta): 7.938 / 7.953 eV
- 2S+1: 1
- Electronic energy: -37431.249 eV

Each line ends with the Löwdin charge.
Cartesian coordinates (Å):
1 C -0.44735 -1.44654 -0.90947  -0.54
2 O -1.10405 1.24367 1.30309  -0.52
3 P 0.16634 1.27930 0.62190  0.37
4 Cl 1.31478 2.74600 1.34280  0.17
5 Cl 0.76013 -1.47019 -2.02215  0.56
6 H -0.68986 -2.35223 -0.33618  -0.05

=====

[4]
Density functional theory data (ωB97M-V/def2-TZVPD) for a structure of composition CH14MgO6.

- Lowest unoccupied orbital energy: -0.2541 Eh
- ΔE to the lowest compared entry with this formula, charge and spin: 42.5 kJ/mol
- Net charge: +2
- HOMO-LUMO gap: 11.842 eV
- 2S+1: 1
- Electronic energy: -18982.553 eV

Each line ends with the Löwdin charge.
Cartesian coordinates (Å):
1 Mg 0.24484 -0.12747 -0.41282  0.58
2 O -0.36693 1.17520 -1.79251  0.01
3 H -0.35321 1.19512 -2.74940  0.12
4 H -0.94758 1.89506 -1.54579  0.11
5 O 1.21560 -1.18043 -1.81504  0.01
6 H 0.96058 -1.33226 -2.72507  0.11
7 H 2.17264 -1.19056 -1.82912  0.11
8 O 1.70348 1.07078 -0.08701  0.01
9 H 2.19788 1.34376 0.68583  0.13
10 H 2.07478 1.58547 -0.80357  0.12
11 O 0.76932 -1.41990 1.05168  0.01
12 H 0.28073 -2.17465 1.38013  0.12
13 H 1.53512 -1.36262 1.62308  0.12
14 O -1.41730 -1.12771 -0.90520  0.01
15 H -1.78776 -1.96031 -0.61235  0.12
16 H -2.01711 -0.82468 -1.58684  0.11
17 C -1.15651 0.52120 2.26706  -0.08
18 O -0.72793 0.99741 1.01226  -0.15
19 H -1.84907 -0.26190 1.95848  0.10
20 H -0.30030 0.12186 2.81068  0.09
21 H -1.70021 1.12195 2.99616  0.12
22 H -0.53114 1.93463 1.07935  0.13

=====

[5]
Density functional theory data (ωB97M-V/def2-TZVPD) for the molecule C5H9NO.

- Lowest unoccupied orbital energy: 0.0319 Eh
- ΔE to the lowest compared entry with this formula, charge and spin: 249.9 kJ/mol
- HOMO-LUMO gap: 9.687 eV
- 2S+1: 1
- Electronic energy: -8866.622 eV

Each line ends with the Löwdin charge.
Cartesian coordinates (Å):
1 C -0.08324 1.69795 0.27307  -0.07
2 C -0.52055 0.52595 -0.65548  -0.21
3 C 1.67981 -0.69417 -0.13610  -0.10
4 C -0.75647 -1.38645 0.30074  -0.12
5 C -1.72304 -0.36395 -0.14299  -0.37
6 H -0.78684 2.46375 0.42951  0.05
7 H 0.10928 1.40516 1.29785  0.07
8 H 0.78778 2.27552 -0.23918  0.11
9 H -0.60734 0.97691 -1.71454  0.16
10 H 2.24161 -0.49858 -1.06855  0.09
11 H 1.90659 0.05221 0.58168  0.05
12 H 2.03315 -1.69613 0.30096  0.11
13 H -0.55084 -1.32210 1.38976  0.13
14 H -1.12172 -2.41997 0.06077  0.14
15 N 0.29036 -0.75283 -0.50155  -0.17
16 O -2.89855 -0.26326 -0.17595  0.13

=====

[6]
Density functional theory data (ωB97M-V/def2-TZVPD) for a cluster of 2 separate species, C16H31FNO2S in total.

- Lowest unoccupied orbital energy: -0.0924 Eh
- ΔE to the lowest compared entry with this formula, charge and spin: 11.1 kJ/mol
- Net charge: +1
- HOMO-LUMO gap: 8.283 eV
- 2S+1: 1
- Electronic energy: -36226.560 eV

Each line ends with the Löwdin charge.
Cartesian coordinates (Å):
1 C 1.97028 -2.76618 0.56597  -0.16
2 C 2.09074 -3.80408 1.69470  -0.52
3 S 0.54164 -4.40789 2.42713  0.92
4 C -0.32238 -2.88566 2.88887  -0.41
5 C -1.79958 -2.87471 2.43231  -0.32
6 C -2.04135 -2.23774 1.04304  -0.06
7 C -2.46278 -3.40438 0.16729  -0.19
8 F -1.31877 -3.91431 -0.47408  0.00
9 C -2.90463 -4.47682 1.16685  -0.41
10 O -3.60759 -5.42342 0.96646  0.17
11 O -2.35412 -4.19237 2.36964  0.03
12 H 0.96971 -2.33612 0.49672  0.02
13 H 2.69436 -1.95726 0.70966  0.07
14 H 2.17601 -3.23495 -0.40045  0.08
15 H 2.75369 -3.45083 2.48577  0.07
16 H 2.54042 -4.71456 1.29036  0.07
17 H 0.17716 -2.01350 2.46487  0.06
18 H -0.28824 -2.78060 3.97660  0.08
19 H -2.36954 -2.35332 3.20746  0.15
20 H -2.76002 -1.41483 1.05574  0.12
21 H -1.10013 -1.87307 0.62185  0.09
22 H -3.21004 -3.21418 -0.60263  0.16
23 C 0.44197 4.96469 -2.43638  -0.09
24 C 1.67519 4.09488 -2.17370  -0.21
25 C 1.54057 2.58668 -2.33509  -0.12
26 N 0.72971 1.79944 -1.31897  -0.26
27 C -0.74565 2.06617 -1.49604  -0.10
28 C -1.59917 1.39607 -0.43233  -0.16
29 C -1.13930 1.78643 0.96775  -0.17
30 C 0.33775 1.45161 1.14716  -0.15
31 C 1.17682 2.13311 0.08007  -0.10
32 C 1.00338 0.35346 -1.60659  0.03
33 H -0.18800 5.07684 -1.55321  0.07
34 H 0.75489 5.96788 -2.71894  0.08
35 H -0.16566 4.56930 -3.25173  0.08
36 H 2.11954 4.34579 -1.21024  0.11
37 H 2.43828 4.36182 -2.90798  0.13
38 H 2.53749 2.14772 -2.29377  0.14
39 H 1.10556 2.34175 -3.30485  0.14
40 H -0.88129 3.14245 -1.45006  0.11
41 H -1.00069 1.72570 -2.49873  0.14
42 H -2.63394 1.69944 -0.59320  0.13
43 H -1.57592 0.30980 -0.54643  0.10
44 H -1.73826 1.27899 1.72312  0.12
45 H -1.29009 2.86042 1.11521  0.13
46 H 0.49080 0.36911 1.13081  0.10
47 H 0.69398 1.79434 2.11880  0.13
48 H 2.22820 1.85389 0.14369  0.15
49 H 1.09304 3.21276 0.18680  0.13
50 H 2.06411 0.16611 -1.46308  0.12
51 H 0.72340 0.15101 -2.63720  0.12
52 H 0.42841 -0.27686 -0.93902  0.08